(1)
{
  "formula": "C15H25CrN5O4S",
  "method": "ωB97M-V/def2-TZVPD",
  "elements": ["Cr", "C", "C", "O", "C", "C", "O", "C", "C", "O", "C", "C", "O", "H", "H", "H", "H", "H", "H", "H", "H", "H", "H", "H", "H", "H", "H", "H", "H", "N", "C", "N", "N", "C", "N", "H", "H", "H", "H", "S", "C", "N", "C", "C", "C", "C", "H", "H", "H", "H", "H"],
  "xyz": [[-0.23447, 0.49086, -0.15305], [2.77408, 0.57164, -0.50418], [2.32310, -0.78839, -0.05895], [1.23003, -0.53674, 0.86728], [0.72560, -1.68523, 1.59453], [-0.42358, -1.15214, 2.41900], [-1.20414, -0.19583, 1.63137], [-1.58838, 0.99734, 2.38618], [-0.41337, 1.92696, 2.48804], [0.02444, 2.13484, 1.12835], [1.25632, 2.87636, 0.96414], [1.62820, 2.73789, -0.48901], [1.58676, 1.33542, -0.88273], [3.43800, 0.49339, -1.36118], [3.29029, 1.08817, 0.30285], [3.13259, -1.31446, 0.44236], [1.95859, -1.39911, -0.88666], [1.50400, -2.07909, 2.24470], [0.41393, -2.45041, 0.89094], [-0.05533, -0.64435, 3.30756], [-1.07611, -1.96374, 2.73021], [-1.96168, 0.72129, 3.36971], [-2.39378, 1.45789, 1.81761], [0.40861, 1.51129, 3.07208], [-0.72411, 2.87176, 2.93391], [2.01014, 2.47147, 1.64013], [1.09379, 3.92688, 1.20217], [2.61554, 3.14990, -0.68468], [0.90073, 3.24467, -1.11530], [-2.00400, 3.71156, -5.50998], [-1.44154, 2.72582, -4.83389], [-0.75461, 1.78064, -5.46659], [-1.59648, 2.73293, -3.50539], [-1.33213, 2.06239, -2.49544], [-1.18936, 1.54600, -1.44175], [-1.92809, 3.78999, -6.51134], [-2.51894, 4.42038, -5.01262], [-0.63493, 1.79648, -6.46758], [-0.30228, 1.04101, -4.96048], [-1.00226, -1.49642, -1.24982], [-2.75769, -1.39383, -1.19801], [-3.40119, -2.13679, -0.26628], [-4.73972, -2.25775, -0.18197], [-5.53772, -1.59333, -1.07605], [-4.92667, -0.82650, -2.06053], [-3.54272, -0.72674, -2.11982], [-2.82411, -2.68383, 0.35962], [-5.12430, -2.89479, 0.60184], [-6.61165, -1.69140, -1.01865], [-5.53452, -0.32000, -2.80074], [-3.05959, -0.15788, -2.89759]],
  "total_energy_ha": -2603.08615,
  "e_above_lowest_ev": 0.3970,
  "total_charge": 3,
  "spin_multiplicity": 4,
  "orbital_gap_ev": [7.75, 8.76]
}

(2)
{
  "formula": "C15H25N3OS",
  "method": "ωB97M-V/def2-TZVPD",
  "elements": ["C", "C", "C", "H", "C", "C", "C", "H", "C", "C", "C", "H", "H", "C", "C", "N", "C", "N", "N", "H", "S", "C", "C", "O", "C", "H", "H", "H", "H", "H", "H", "H", "H", "H", "H", "H", "H", "H", "H", "H", "H", "H", "H", "H", "H"],
  "xyz": [[-4.40394, -2.05774, -2.23982], [-3.99474, -1.90405, -0.99473], [-4.04445, -0.62045, -0.23151], [-4.53306, 0.15137, -0.83010], [-2.63584, -0.16196, 0.15782], [-2.65535, 1.12246, 0.98328], [-1.27282, 1.48729, 1.52541], [-1.38044, 2.25648, 2.29462], [-0.32098, 1.99691, 0.44609], [1.08532, 2.20434, 1.00323], [2.02737, 2.90257, 0.02428], [1.58778, 3.85372, -0.28450], [2.97360, 3.12006, 0.52650], [2.31474, 2.08079, -1.24186], [3.08070, 0.84722, -0.95109], [2.66482, -0.21799, -0.30078], [3.73398, -1.04962, -0.31507], [4.78311, -0.56099, -0.94016], [4.35775, 0.65052, -1.34299], [4.97566, 1.25724, -1.85821], [3.70693, -2.63396, 0.39144], [2.34057, -2.40579, 1.57229], [0.96575, -2.13715, 0.98750], [0.15634, -1.52832, 1.63758], [0.68739, -2.71899, -0.36379], [1.16188, -2.08249, -1.10836], [1.11257, -3.71571, -0.44953], [-0.38286, -2.73632, -0.55177], [2.29319, -3.34958, 2.12097], [2.60408, -1.61115, 2.27119], [2.88834, 2.68615, -1.94782], [1.36877, 1.80623, -1.70995], [1.49807, 1.23221, 1.27470], [1.02449, 2.81060, 1.91020], [-0.70077, 2.93762, 0.03701], [-0.27940, 1.26474, -0.35940], [-0.83478, 0.60360, 1.99076], [-3.33435, 0.98163, 1.82798], [-3.04631, 1.94629, 0.37991], [-2.05481, -0.01198, -0.75403], [-2.14537, -0.94275, 0.74123], [-4.63245, -0.76798, 0.67923], [-3.56875, -2.74110, -0.45521], [-4.33965, -3.00244, -2.75334], [-4.83205, -1.24152, -2.79919]],
  "total_energy_ha": -1224.25321,
  "e_above_lowest_ev": 0.4234,
  "spin_multiplicity": 1,
  "orbital_gap_ev": 9.33
}

(3)
{
  "formula": "C15H25NO",
  "method": "ωB97M-V/def2-TZVPD",
  "elements": ["C", "H", "H", "H", "C", "N", "C", "H", "C", "O", "C", "C", "C", "C", "C", "C", "H", "H", "H", "C", "C", "H", "H", "H", "C", "H", "H", "H", "H", "H", "H", "H", "H", "C", "C", "H", "H", "H", "H", "H", "H", "H"],
  "xyz": [[3.26783, 0.97350, 1.46209], [4.07445, 1.70241, 1.44173], [3.47547, 0.26209, 2.25740], [2.33492, 1.48599, 1.68135], [3.16473, 0.28931, 0.10408], [1.92180, -0.44491, -0.05235], [1.65944, -0.81126, -1.42550], [2.54195, -1.23841, -1.93263], [1.17982, 0.41497, -2.24767], [0.75108, 1.49186, -1.45265], [-0.25647, 1.30275, -0.55327], [-1.18042, 0.26791, -0.59732], [-2.18826, 0.17188, 0.35408], [-2.27197, 1.13393, 1.34921], [-1.36769, 2.18269, 1.38534], [-0.36532, 2.27214, 0.44361], [0.34770, 3.08138, 0.45554], [-1.44475, 2.93290, 2.15898], [-3.04900, 1.06716, 2.09704], [-3.18133, -0.96543, 0.30717], [-3.99178, -0.93407, -0.99025], [-3.34950, -1.09070, -1.85334], [-4.48693, 0.02786, -1.10250], [-4.74900, -1.71542, -0.98112], [-2.47757, -2.31389, 0.47482], [-1.80493, -2.50615, -0.35778], [-1.89867, -2.32538, 1.39604], [-3.20842, -3.11904, 0.51482], [-3.87728, -0.84136, 1.14429], [-1.12661, -0.47130, -1.38021], [0.39474, 0.10529, -2.95146], [2.00543, 0.83104, -2.83135], [0.87968, -1.57490, -1.42238], [1.68843, -1.51025, 0.89912], [2.63568, -2.71349, 0.80952], [3.66228, -2.41339, 1.00483], [2.58911, -3.17027, -0.17676], [2.35096, -3.45852, 1.54799], [1.74492, -1.07790, 1.89930], [0.65859, -1.84994, 0.75322], [4.04901, -0.35265, -0.06172], [3.16841, 1.06224, -0.66708]],
  "total_energy_ha": -716.53590,
  "e_above_lowest_ev": 0.0824,
  "spin_multiplicity": 1,
  "orbital_gap_ev": 8.79
}

(4)
{
  "formula": "C15H26B2F8NO9",
  "method": "ωB97M-V/def2-TZVPD",
  "elements": ["C", "O", "B", "O", "B", "C", "C", "O", "O", "C", "C", "C", "C", "C", "O", "C", "O", "C", "N", "O", "O", "H", "H", "H", "H", "H", "H", "H", "H", "H", "H", "H", "H", "H", "H", "H", "H", "H", "H", "H", "H", "H", "H", "C", "C", "C", "F", "F", "F", "F", "O", "C", "C", "F", "F", "F", "F", "H", "H", "H", "H"],
  "xyz": [[-1.45133, 2.90038, 4.15093], [-2.12443, 3.32178, 2.98095], [-2.14167, 2.43884, 1.89315], [-2.28958, 3.10884, 0.68718], [-2.07238, 0.70925, 1.91462], [-3.55921, -0.01206, 1.84618], [-4.34933, 0.01721, 3.13508], [-4.58595, 1.37508, 3.54715], [-1.23695, 0.09492, 2.99580], [-0.62400, -1.03371, 2.46640], [0.59703, -1.38742, 3.32622], [1.75402, -2.20230, 2.70245], [3.11275, -1.47972, 2.79306], [3.71369, -0.96323, 1.50554], [3.80163, -2.00207, 0.49986], [3.99181, -1.49859, -0.72973], [4.84635, -1.87330, -1.48038], [-0.47381, -0.76708, 0.92823], [-0.84951, -1.93541, 0.11980], [0.86477, -0.41376, 0.53115], [-1.29730, 0.27379, 0.65761], [-1.23643, 3.78638, 4.75355], [-0.52023, 2.38135, 3.92214], [-2.06773, 2.21260, 4.73541], [-2.26003, 4.05767, 0.86320], [-3.39676, -1.07180, 1.59519], [-4.15443, 0.43163, 1.03996], [-3.78825, -0.50356, 3.92098], [-5.31645, -0.49341, 3.02881], [-5.46023, 1.42314, 3.93725], [-1.32040, -1.89207, 2.53114], [0.20289, -1.95900, 4.17035], [0.97066, -0.45579, 3.75354], [1.54297, -2.46214, 1.66672], [1.85852, -3.14391, 3.24413], [3.85294, -2.12228, 3.27734], [3.00877, -0.59872, 3.43084], [3.14465, -0.11701, 1.11649], [4.73835, -0.63019, 1.69576], [3.28414, -0.69874, -1.01385], [-0.97414, -2.76418, 0.68496], [-1.72691, -1.70030, -0.32613], [1.07689, -1.06771, -0.14439], [1.26371, 0.44761, -3.59506], [0.72348, -0.91951, -4.02161], [1.38905, -1.58892, -5.22771], [1.20766, -0.85235, -6.34713], [0.81992, -2.79955, -5.42805], [-0.60844, -0.87036, -4.20494], [0.97905, -1.76098, -2.97799], [0.52333, 1.57509, -4.00989], [0.75057, 2.20658, -5.18413], [-0.50685, 2.21864, -6.06471], [-0.88496, 0.96012, -6.36014], [-0.22280, 2.85868, -7.22599], [1.81066, 1.71183, -5.85326], [1.02923, 3.51195, -4.91573], [1.17354, 0.46535, -2.50790], [2.32455, 0.54121, -3.83392], [2.45830, -1.72644, -5.04821], [-1.31541, 2.73766, -5.54829]],
  "total_energy_ha": -2167.91299,
  "total_charge": -1,
  "spin_multiplicity": 1,
  "orbital_gap_ev": 6.81
}

(5)
{
  "formula": "C15H26BCl2N4O5",
  "method": "ωB97M-V/def2-TZVPD",
  "elements": ["N", "C", "N", "N", "C", "C", "C", "C", "C", "N", "C", "Cl", "C", "B", "O", "O", "C", "C", "C", "C", "O", "C", "Cl", "H", "H", "H", "H", "H", "H", "H", "H", "H", "H", "H", "H", "H", "H", "H", "H", "H", "H", "H", "H", "C", "C", "O", "O", "H", "H", "H", "H", "H", "H"],
  "xyz": [[3.40324, 0.00806, 2.27226], [2.94182, -0.12180, 0.98734], [3.19633, 1.06785, 0.03760], [2.26401, -1.32008, 0.37239], [1.39031, -2.08482, 1.33286], [-0.23340, -1.77746, 1.07416], [-1.16295, -2.46698, 2.25017], [-2.78072, -2.17290, 2.08208], [-3.08949, -0.82653, 1.19155], [-3.73123, -1.00495, -0.18457], [-3.99014, 0.22568, -1.05616], [-4.76803, -0.13141, -2.73753], [-3.60721, 1.77252, -0.55045], [-3.91308, 3.00593, -1.60346], [-5.32079, 3.25225, -2.07828], [-2.83200, 3.88212, -2.13730], [-2.92715, 1.99679, 0.96010], [-2.51324, 3.48550, 1.51793], [-0.77823, 3.43463, 1.92788], [0.17955, 2.50040, 0.82164], [0.17624, 4.14246, 0.91197], [-2.67409, 0.63315, 1.85024], [-1.93691, 0.63264, 3.59050], [3.85248, 0.93486, 2.44143], [3.34901, 1.94840, 0.57711], [4.10049, 0.79512, -0.45152], [2.90576, -1.92515, -0.18403], [1.59316, -1.89543, 2.46830], [1.55929, -3.23900, 1.12048], [-0.31546, -0.60858, 1.01483], [-0.56286, -2.17841, 0.00048], [-1.04751, -3.65108, 2.15062], [-0.79855, -2.21173, 3.34963], [-3.22351, -2.10260, 3.17850], [-3.27199, -3.08886, 1.53048], [-3.95995, -1.98712, -0.47321], [-5.33146, 3.22827, -3.08807], [-2.06264, 3.88710, -1.49363], [-3.01701, 3.79387, 2.52817], [-2.49909, 4.33007, 0.70523], [-0.47109, 3.39034, 3.14336], [-0.04126, 2.59538, -0.32762], [1.26397, 2.44908, 1.31002], [3.68657, -2.98645, -3.56582], [3.99612, -1.49560, -3.51658], [5.05191, -1.26592, -2.58126], [3.32695, -3.44851, -2.26599], [2.86130, -3.19660, -4.25274], [4.56757, -3.55401, -3.88151], [3.12560, -0.93309, -3.16582], [4.29730, -1.11407, -4.49620], [5.86548, -1.63459, -2.96578], [3.90658, -2.96879, -1.64179]],
  "total_energy_ha": -2126.89726,
  "total_charge": 1,
  "spin_multiplicity": 1,
  "orbital_gap_ev": 6.41
}